Molecular formula: C25H25ClCoN4O6
Method: DFT, ωB97M-V with the def2-TZVPD basis set

```
62
Properties=species:S:1:pos:R:3
Co -0.19888 -0.26019 0.00152
C -2.11105 -0.93871 3.90375
C -2.29776 0.36506 4.33987
C -1.84798 1.41603 3.55818
C -1.20439 1.16609 2.34462
C -0.98432 -0.14349 1.88549
C -1.46583 -1.17404 2.69573
C -0.71440 2.27835 1.48785
C -0.82437 3.63814 1.89167
C -0.29614 4.62051 1.12092
C 0.37820 4.28705 -0.07625
C 1.00044 5.25617 -0.89493
C 1.65872 4.88261 -2.03095
C 1.70822 3.52024 -2.39268
C 1.10697 2.56423 -1.62288
C 0.42439 2.92402 -0.43660
N -0.14582 1.95246 0.34155
H -2.47248 -1.76667 4.50193
H -2.79686 0.56426 5.27928
H -2.01566 2.42399 3.91260
H -1.34959 -2.20657 2.37581
H -1.32466 3.88703 2.81396
H -0.37202 5.66036 1.41657
H 0.94485 6.29756 -0.60209
H 2.13211 5.62576 -2.65842
H 2.21130 3.22798 -3.30534
H 1.11800 1.52925 -1.92894
O -1.42644 1.23470 -3.22306
Cl -1.34556 -0.04168 -2.59894
O -1.92213 -1.06558 -3.40633
O 0.05679 -0.37403 -2.29390
O -1.99729 -0.00959 -1.28120
O 2.96292 -0.81135 -1.54584
C 2.93119 -0.04906 -0.47790
O 1.93389 0.11441 0.19445
C 4.23938 0.63156 -0.11799
N 5.30343 0.17526 -1.02604
C 6.24589 -0.62134 -0.21943
C 6.16738 -0.02417 1.18241
C 4.67527 0.27965 1.32502
H 4.06059 1.70255 -0.23564
H 5.77671 0.96534 -1.44254
H 3.89855 -0.75314 -1.86279
H 7.23860 -0.59594 -0.66479
H 5.90980 -1.66134 -0.20591
H 6.75364 0.89666 1.22603
H 6.53534 -0.69803 1.95489
H 4.46170 1.08986 2.01785
H 4.13067 -0.60020 1.67166
N 1.52704 -2.34064 1.77855
C 0.88791 -3.07970 0.80812
C 1.03711 -4.47365 0.77533
C 0.42071 -5.18857 -0.22225
C -0.33615 -4.51447 -1.17704
C -0.43172 -3.14579 -1.07753
N 0.15954 -2.42912 -0.10762
H 1.71709 -2.84602 2.62983
H 1.11398 -1.43063 1.95072
H 1.63431 -4.96258 1.53363
H 0.52194 -6.26580 -0.25898
H -0.83901 -5.03444 -1.97773
H -1.00637 -2.58669 -1.80281
```

Results
* highest occupied orbital energy (spin up / spin down): -7.63 / -8.10 eV
* 2S+1: 4
* DFT total energy: -94720.6189 eV
* maximum force: 0.16 eV/A
* <S²>: 3.757

Atom charges from the Mulliken analysis, given in e for atoms 1 to 8: Co 0.94; C -0.77; C -0.82; C -0.83; C 0.32; C -0.25; C 0.46; C 1.50